ORCA calculation (ωB97M-V with the def2-TZVPD basis set) on a cluster of 2 separate species, CH3FO2P in total in a non-equilibrium geometry.

* total charge: -1
* strongest force on any atom: 0.08648 hartree/bohr
* highest occupied orbital energy: -5.07 eV
* energy above the lowest of the compared OMol25 structures with the same formula, charge and spin: 71.1 kcal per mole
* lowest unoccupied orbital energy: 3.5 eV

Structure (XYZ):
```
8
Properties=species:S:1:pos:R:3:lowdin_charge:R:1
C -0.4398 -0.4219 0.2445 -0.2212
O 2.0300 -0.3167 -1.2219 -0.3709
O 2.0400 0.7956 1.1156 -0.3789
F -2.3807 1.4283 -0.5807 -0.7017
P 1.3629 -0.0474 0.0823 0.5902
H -0.8027 -0.7926 1.1437 -0.0120
H -1.2561 0.4560 -0.1098 0.0457
H -0.5537 -1.1012 -0.6737 0.0488
```